A molecular structure, C29H55BrLiNO10, computed with ωB97M-V/def2-TZVPD.

```
! RIJCOSX wB97M-V def2-TZVPD def2/J DEFGRID3
* xyz 0 1
Li 0.725 -23.908 -5.248
Br 1.737 -22.646 -3.510
C 2.326 -18.963 -4.182
N 2.971 -19.099 -5.530
O 4.181 -18.860 -5.636
O 2.203 -19.397 -6.434
H 2.690 -19.715 -3.482
H 1.247 -19.089 -4.271
H 2.604 -17.997 -3.762
C 2.802 -23.267 -7.310
O 1.545 -23.858 -7.043
C 1.381 -25.216 -7.497
C 1.910 -26.198 -6.449
O 1.300 -25.870 -5.202
C 1.838 -26.555 -4.124
H 3.618 -23.777 -6.799
H 2.869 -22.244 -6.937
H 3.096 -23.233 -8.359
H 1.831 -25.302 -8.486
H 0.324 -25.456 -7.608
H 2.979 -26.000 -6.372
H 1.773 -27.220 -6.801
H 1.422 -26.093 -3.229
H 2.902 -26.358 -3.996
H 1.546 -27.601 -4.214
C -1.574 -25.963 -4.543
O -1.159 -24.845 -5.339
C -2.281 -24.308 -6.064
C -1.875 -23.028 -6.840
O -0.966 -22.385 -5.967
C -0.384 -21.186 -6.473
H -1.834 -26.874 -5.080
H -2.400 -25.682 -3.889
H -0.861 -26.428 -3.862
H -3.056 -24.069 -5.335
H -2.727 -25.052 -6.724
H -2.746 -22.382 -6.939
H -1.435 -23.187 -7.825
H 0.212 -20.837 -5.630
H -1.051 -20.356 -6.707
H 0.190 -21.336 -7.388
C 7.991 -23.558 -4.103
O 7.366 -24.768 -3.610
C 5.964 -24.796 -3.372
C 5.074 -24.915 -4.640
O 5.094 -26.208 -5.311
C 6.270 -26.673 -5.922
H 9.018 -23.651 -4.457
H 7.973 -22.823 -3.299
H 7.401 -23.228 -4.958
H 5.709 -23.962 -2.718
H 5.756 -25.641 -2.716
H 5.338 -24.215 -5.432
H 4.114 -24.576 -4.251
H 6.140 -27.675 -6.330
H 6.965 -26.721 -5.084
H 6.522 -25.887 -6.634
C -1.460 -21.047 -1.880
O -1.287 -21.296 -0.483
C -0.036 -21.854 -0.114
C 0.212 -21.754 1.465
O -0.714 -22.570 2.139
C -0.672 -22.634 3.561
H -0.643 -20.361 -2.103
H -2.427 -20.619 -2.141
H -1.275 -21.985 -2.403
H 0.804 -21.359 -0.600
H 0.043 -22.887 -0.451
H -0.059 -20.745 1.775
H 1.245 -21.954 1.750
H -0.800 -21.622 3.945
H 0.206 -23.104 4.003
H -1.537 -23.201 3.905
C -5.730 -18.126 -4.987
C -4.713 -18.415 -5.955
C -3.958 -19.560 -5.774
C -4.003 -20.276 -4.571
C -5.021 -19.995 -3.625
C -5.930 -18.996 -3.888
H -6.364 -17.253 -5.048
H -4.776 -17.831 -6.861
H -3.274 -19.811 -6.571
H -3.282 -21.077 -4.497
H -5.189 -20.537 -2.706
H -6.723 -18.780 -3.187
C 1.690 -22.965 -11.448
C 2.456 -22.054 -12.096
C 2.243 -20.689 -11.858
C 1.241 -20.276 -11.001
C 0.487 -21.217 -10.324
C 0.707 -22.553 -10.555
H 1.788 -24.019 -11.664
H 3.177 -22.412 -12.816
H 2.918 -19.978 -12.312
H 1.178 -19.245 -10.687
H -0.216 -20.892 -9.571
H 0.072 -23.233 -10.006
*
```

Values from the calculation:
- Lowest unoccupied orbital energy: 0.0047 hartree
- Highest occupied orbital energy: -8.2698 eV
- Gap between HOMO and LUMO: 8.40 eV

---

3 unconnected molecules or ions with the total composition C29H55IN6O4P, computed with ωB97M-V/def2-TZVPD.

```
! RIJCOSX wB97M-V def2-TZVPD def2/J DEFGRID3
* xyz 1 3
C -0.998 0.867 -0.912
C -0.754 -0.764 -0.898
C -2.019 -1.649 -1.445
I -2.623 -0.707 -3.376
N -1.759 -3.132 -1.582
C -0.415 -3.822 -1.606
C -0.078 -4.720 -0.264
C -1.135 -5.112 0.926
C -0.737 -6.061 2.244
C 0.804 -6.669 2.413
C 1.866 -6.241 1.214
C 1.476 -5.303 -0.086
C -2.879 -3.955 -1.754
N -4.317 -3.414 -1.779
N -2.770 -5.481 -1.937
P -2.878 -5.869 -3.711
N -4.480 -6.154 -3.990
O -2.382 -4.513 -4.718
O -1.891 -7.270 -4.085
H -0.849 1.370 -1.963
H -2.027 1.201 -0.458
H -0.147 1.328 -0.214
H -0.430 -1.033 0.216
H 0.216 -0.946 -1.569
H -2.896 -1.499 -0.649
H -0.361 -4.579 -2.528
H 0.508 -3.098 -1.754
H -2.249 -4.742 0.894
H -1.517 -6.356 3.070
H 1.093 -7.349 3.340
H 2.967 -6.675 1.304
H 2.283 -5.044 -0.893
H -4.959 -4.261 -1.757
H -4.540 -2.924 -0.861
H -3.549 -5.973 -1.442
H -4.610 -7.139 -4.328
H -1.479 -4.155 -4.403
H -0.960 -7.102 -3.745
C 1.194 4.585 -4.135
C -0.309 4.962 -3.977
C -0.686 6.143 -4.921
C -0.246 7.517 -4.429
C -0.710 7.743 -2.994
C -0.234 6.621 -2.036
N -0.594 5.247 -2.532
O -1.973 5.070 -2.322
C 1.302 6.751 -1.844
C -0.801 6.907 -0.607
C -1.069 3.706 -4.530
H 1.747 4.619 -3.189
H 1.328 3.550 -4.475
H 1.712 5.231 -4.850
H -1.775 6.173 -5.055
H -0.266 5.976 -5.922
H 0.841 7.618 -4.508
H -0.674 8.289 -5.076
H -0.342 8.719 -2.650
H -1.804 7.814 -2.982
H 1.687 5.950 -1.205
H 1.559 7.702 -1.358
H 1.862 6.738 -2.781
H -1.895 6.981 -0.593
H -0.426 7.863 -0.219
H -0.501 6.126 0.100
H -0.901 2.827 -3.896
H -0.720 3.456 -5.542
H -2.150 3.868 -4.612
C 1.473 -2.888 5.452
C 2.100 -2.120 4.250
C 3.553 -1.663 4.582
C 3.644 -0.430 5.472
C 2.789 0.700 4.909
C 1.316 0.272 4.689
N 1.196 -0.984 3.869
O 1.472 -0.645 2.532
C 0.639 0.090 6.075
C 0.534 1.471 4.060
C 2.234 -3.216 3.136
H 0.528 -2.451 5.794
H 1.202 -3.918 5.189
H 2.149 -2.939 6.310
H 4.089 -1.439 3.650
H 4.107 -2.484 5.056
H 3.340 -0.677 6.495
H 4.687 -0.102 5.533
H 2.839 1.558 5.592
H 3.231 1.041 3.966
H -0.394 -0.253 5.965
H 0.606 1.040 6.624
H 1.163 -0.610 6.728
H 0.975 1.817 3.117
H 0.536 2.338 4.733
H -0.512 1.204 3.872
H 1.250 -3.567 2.801
H 2.785 -4.088 3.514
H 2.788 -2.862 2.259
*
```

Values from the calculation:
- Lowest unoccupied orbital energy (spin up / spin down): -0.1616 / -0.1616 hartree
- Highest occupied orbital energy (spin up / spin down): -10.5951 / -11.1972 eV
- Gap between HOMO and LUMO (spin up / spin down): 6.20 / 6.80 eV

---

A molecular structure, C29H56BiCl3GeN9O3P2S, computed with ωB97M-V/def2-TZVPD.

```
! RIJCOSX wB97M-V def2-TZVPD def2/J DEFGRID3
* xyz 2 2
Bi -17.072 6.863 9.287
C -15.103 4.373 8.376
N -16.524 4.493 8.801
C -17.308 4.139 7.610
C -16.890 3.736 9.974
C -16.170 2.546 10.321
C -16.626 1.743 11.358
C -17.754 2.137 12.059
C -18.411 3.325 11.826
C -17.943 4.180 10.829
N -18.450 5.503 10.654
C -19.198 6.077 11.743
C -18.419 6.406 12.863
C -18.935 7.285 13.793
C -20.220 7.764 13.771
C -21.049 7.241 12.822
C -20.547 6.544 11.694
N -21.355 6.183 10.615
C -21.150 4.923 9.861
C -22.475 6.989 10.163
H -14.866 3.367 7.956
H -14.966 5.177 7.653
H -14.485 4.594 9.247
H -17.235 3.042 7.475
H -18.352 4.480 7.683
H -16.891 4.627 6.754
H -15.329 2.266 9.683
H -16.063 0.820 11.533
H -18.140 1.544 12.863
H -19.263 3.623 12.446
H -17.318 6.115 12.940
H -18.180 7.729 14.465
H -20.494 8.581 14.395
H -22.116 7.413 12.891
H -20.777 4.192 10.560
H -22.176 4.695 9.540
H -20.457 5.128 8.973
H -23.395 6.899 10.763
H -22.238 8.083 10.014
H -22.776 6.632 9.180
C -16.619 11.401 5.627
N -16.659 11.215 7.118
C -15.383 11.551 7.684
P -17.846 10.408 7.907
O -17.457 9.505 9.060
O -18.441 9.568 6.642
P -19.005 8.062 6.301
O -18.748 7.063 7.380
N -18.304 7.590 4.895
C -17.838 8.482 3.845
C -18.127 6.195 4.596
N -20.571 8.408 6.111
C -21.529 7.297 5.778
C -21.195 9.715 6.209
N -18.903 11.485 8.432
C -18.914 12.904 8.018
C -19.604 11.195 9.669
H -16.048 10.577 5.172
H -16.243 12.373 5.380
H -17.617 11.399 5.167
H -14.620 10.840 7.448
H -15.473 11.491 8.810
H -15.007 12.533 7.419
H -18.296 9.476 3.894
H -18.122 8.079 2.852
H -16.730 8.549 3.831
H -18.436 5.555 5.413
H -17.057 6.032 4.333
H -18.706 5.831 3.730
H -21.035 6.325 5.808
H -21.929 7.380 4.752
H -22.329 7.278 6.526
H -21.963 9.712 6.986
H -21.695 9.850 5.262
H -20.432 10.492 6.278
H -19.975 13.265 8.014
H -18.503 13.118 7.052
H -18.332 13.570 8.735
H -19.574 10.109 9.848
H -20.628 11.554 9.541
H -19.188 11.605 10.645
Cl -12.113 8.290 4.272
Ge -14.127 7.218 4.368
Cl -15.114 7.920 6.436
Cl -13.476 5.157 5.073
C -14.517 11.851 12.172
C -15.858 11.116 11.918
N -15.815 9.779 11.309
C -15.195 8.695 11.820
S -15.107 7.162 11.029
N -14.611 8.866 13.051
C -13.863 7.774 13.693
C -13.613 7.974 15.164
H -14.755 12.732 12.752
H -14.143 12.088 11.193
H -13.744 11.304 12.758
H -16.410 11.704 11.161
H -16.458 11.053 12.874
H -16.208 9.672 10.388
H -15.131 9.470 13.712
H -12.954 7.561 13.116
H -14.517 6.892 13.496
H -13.371 9.070 15.317
H -12.756 7.359 15.488
H -14.492 7.706 15.771
*
```

Values from the calculation:
- Lowest unoccupied orbital energy (spin up / spin down): -0.2177 / -0.3234 hartree
- Highest occupied orbital energy (spin up / spin down): -11.5230 / -11.5156 eV
- Gap between HOMO and LUMO (spin up / spin down): 5.60 / 2.72 eV

---

10 unconnected molecules or ions with the total composition C29H56N4O18, computed with ωB97M-V/def2-TZVPD.

```
! RIJCOSX wB97M-V def2-TZVPD def2/J DEFGRID3
* xyz 0 1
C 34.758 7.250 -19.745
O 33.406 7.639 -19.663
C 32.927 8.403 -18.634
O 33.634 8.747 -17.677
O 31.604 8.642 -18.846
C 30.808 9.394 -17.982
H 35.042 6.944 -20.751
H 34.988 6.485 -19.004
H 35.385 8.131 -19.609
H 30.772 10.461 -18.201
H 31.163 9.399 -16.951
H 29.804 8.986 -18.093
C 31.795 10.958 -14.581
O 31.143 9.744 -14.351
C 29.801 9.699 -14.092
O 29.025 10.593 -13.833
O 29.462 8.348 -14.235
C 28.115 7.912 -14.023
H 32.826 10.700 -14.821
H 31.767 11.537 -13.658
H 31.305 11.415 -15.441
H 27.667 8.426 -13.172
H 27.999 6.846 -13.831
H 27.493 8.273 -14.842
C 28.085 2.770 -8.172
O 27.837 3.662 -9.247
C 28.042 3.245 -10.522
O 28.637 2.239 -10.847
O 27.551 4.210 -11.239
C 27.410 4.136 -12.679
H 28.576 3.295 -7.353
H 28.645 1.912 -8.544
H 27.085 2.442 -7.890
H 26.905 3.200 -12.919
H 28.403 4.193 -13.127
H 26.756 4.927 -13.044
C 24.879 8.837 -12.795
O 23.694 8.291 -13.348
C 22.655 9.125 -13.331
O 22.564 10.239 -12.874
O 21.621 8.447 -13.839
C 20.274 8.859 -13.839
H 25.059 9.912 -12.810
H 25.785 8.592 -13.348
H 24.922 8.531 -11.750
H 19.920 8.793 -12.810
H 19.793 8.105 -14.462
H 20.098 9.879 -14.183
C 30.826 15.711 -18.549
O 31.845 14.935 -19.145
C 32.100 13.656 -18.661
O 31.379 13.075 -17.805
O 33.180 13.127 -19.274
C 33.604 11.841 -19.113
H 31.313 16.226 -17.721
H 29.999 15.020 -18.386
H 30.398 16.333 -19.336
H 34.105 11.554 -20.038
H 32.877 11.030 -19.107
H 34.310 11.663 -18.302
C 28.372 9.443 -6.590
O 27.667 9.784 -7.745
C 28.220 9.712 -9.054
C 28.381 8.358 -9.591
O 28.891 8.449 -10.917
C 30.084 7.649 -11.116
C 29.981 6.087 -11.013
O 31.224 5.433 -10.815
C 32.275 5.556 -11.769
H 28.230 8.376 -6.419
H 28.052 9.980 -5.697
H 29.440 9.552 -6.777
H 29.125 10.318 -9.024
H 27.410 10.128 -9.653
H 27.399 7.895 -9.690
H 29.000 7.736 -8.946
H 30.819 8.015 -10.398
H 30.407 7.843 -12.138
H 29.558 5.685 -11.933
H 29.261 5.897 -10.217
H 31.976 5.733 -12.802
H 33.056 4.796 -11.768
H 32.617 6.565 -11.541
C 35.207 8.906 -11.380
C 34.910 9.979 -12.310
N 34.747 10.910 -13.049
H 36.157 8.440 -11.639
H 34.501 8.103 -11.595
H 35.176 9.241 -10.344
C 28.724 13.551 -16.232
C 27.718 13.864 -17.172
N 26.784 14.170 -17.926
H 29.613 14.145 -16.019
H 28.934 12.517 -16.504
H 28.049 13.554 -15.376
C 23.580 5.916 -15.586
C 24.869 6.420 -16.038
N 25.908 6.765 -16.346
H 23.596 5.990 -14.498
H 23.381 4.911 -15.958
H 22.873 6.651 -15.970
C 30.890 11.834 -10.910
C 31.563 10.828 -10.033
N 32.031 10.056 -9.339
H 31.556 12.692 -10.997
H 29.952 12.086 -10.415
H 30.728 11.560 -11.953
*
```

Values from the calculation:
- SMILES: COC(=O)OC.COC(=O)OC.COC(=O)OC.COC(=O)OC.COC(=O)OC.COCCOCCOC.CC#N.CC#N.CC#N.CC#N
- Lowest unoccupied orbital energy: 0.0151 hartree
- Highest occupied orbital energy: -9.2945 eV
- Gap between HOMO and LUMO: 9.71 eV

---

The max |F| results, record by record, are as follows: 0.061 0.106 0.061 0.206 Eh/bohr.
The calculated total energy results, record by record, are as follows: -4526.468517 -2405.743562 -6609.840539 -2711.707667 hartree.